# 1
31
Properties=species:S:1:pos:R:3:forces:R:3 method="wB97M-V/def2-TZVPD" homo_lumo_gap_ha=0.0950 total_charge=+3 mol_weight_g_mol=350.33 e_lumo_ev=-15.09
Zr 16.09391 6.55027 -11.05693 -0.5 0.3 1.9
Br 15.74795 6.78494 -8.34747 0.4 -0.3 -2.3
O 20.08707 5.38539 -3.80937 -0.5 -0.1 -0.7
P 19.01233 5.35369 -4.81417 1.1 0.6 1.0
N 17.64224 4.61416 -4.12384 -3.3 -2.0 -1.1
C 16.30297 4.69749 -4.77257 0.5 0.0 -0.9
C 17.50507 3.67983 -2.95764 2.0 1.0 -0.3
N 19.44177 4.41481 -6.22141 -0.8 0.7 0.7
C 18.48260 4.08219 -7.23442 -1.0 1.1 -0.5
C 20.78097 3.95817 -6.51078 0.3 -1.0 -0.1
N 18.43160 6.89935 -5.25711 1.2 0.4 -0.7
C 19.29823 7.67760 -6.23476 -0.1 -0.5 1.1
C 17.79510 7.76318 -4.22633 0.1 -1.3 0.2
H 16.40037 4.95320 -5.82766 0.0 0.5 0.1
H 15.61792 5.40992 -4.31295 0.4 0.8 0.4
H 15.65720 3.82134 -4.71393 0.8 -0.7 0.3
H 18.41088 3.07458 -2.92189 0.1 0.0 0.3
H 16.61558 3.05004 -2.94102 0.0 0.5 -0.4
H 17.56005 4.40495 -2.14569 -0.1 -0.3 0.8
H 17.81528 4.93837 -7.33311 -0.2 0.3 -0.3
H 18.88851 3.84300 -8.21733 0.5 0.1 0.3
H 17.78920 3.27534 -6.99716 0.1 -0.5 0.5
H 20.68254 3.12860 -7.21095 0.2 0.0 0.2
H 21.31590 4.75600 -7.02597 0.1 0.5 -0.1
H 21.44320 3.66280 -5.69696 -0.4 0.2 0.6
H 18.68045 8.31123 -6.87113 0.0 -0.8 -0.7
H 19.92720 8.44432 -5.78240 -0.2 0.1 1.2
H 20.10957 7.02543 -6.55808 -0.6 -0.1 -1.2
H 16.91313 7.24737 -3.84667 -0.3 0.4 -0.2
H 17.58228 8.74900 -4.63981 0.0 -0.2 -0.1
H 18.44617 7.86243 -3.35779 0.4 0.2 0.1

# 2
43
Properties=species:S:1:pos:R:3:forces:R:3 method="wB97M-V/def2-TZVPD" s2=0.75 de_lowest_kj_mol=0.00 homo_lumo_gap_ha="0.2882 / 0.2655" multiplicity=2 total_charge=-1 mol_weight_g_mol=483.97 e_lumo_ev="2.21 / 1.61"
Cu -0.34098 0.64272 -0.70791 -0.5 0.6 -0.2
N 2.46735 1.87876 -2.12878 -0.7 -0.4 0.8
O 3.13298 1.31457 -3.01511 -0.1 0.2 0.2
O 1.25527 1.51340 -1.95138 0.3 0.4 -0.7
O 2.94877 2.75212 -1.39024 -0.1 -0.2 -0.4
N -2.42889 2.38667 -0.21495 0.6 -0.6 -0.3
O -2.45908 1.11373 -0.11641 0.4 0.1 0.0
O -3.36965 3.05584 0.18735 -0.1 0.2 0.1
O -1.39168 2.87426 -0.71013 -0.4 0.2 0.1
N -1.51159 -1.00301 -2.63112 0.7 -0.7 -0.2
O -1.49131 0.26865 -2.62853 0.3 -0.9 0.6
O -0.81309 -1.59837 -1.73842 -0.7 0.8 -0.9
O -2.14290 -1.65422 -3.47950 0.4 0.9 0.9
C -0.90165 -3.45303 1.05323 0.4 -0.5 0.2
S -1.73990 -1.88639 1.40177 -0.1 -0.6 -0.3
O -0.87726 -0.74251 0.98342 -0.5 -0.9 0.4
C -3.08971 -2.11463 0.21023 -0.2 0.8 0.1
H -1.48035 -4.29396 1.44449 -0.4 0.3 0.0
H 0.02648 -3.47916 1.62354 0.1 0.3 -0.1
H -0.70296 -3.65161 0.00021 0.0 0.5 -0.1
H -2.75543 -2.28980 -0.81080 0.3 0.1 0.2
H -3.57563 -1.13988 0.30945 -0.1 0.0 -0.4
H -3.82006 -2.87768 0.48023 0.3 -0.1 0.5
C 2.75568 -1.84524 -2.12113 0.2 0.0 0.4
S 2.88398 -1.01790 -0.50291 -0.8 0.0 -0.7
O 1.50365 -0.49424 -0.27585 0.7 -0.5 0.4
C 3.01339 -2.50247 0.52203 0.0 -0.2 -0.3
H 1.98843 -2.60956 -2.00851 -0.1 0.0 -0.2
H 3.71032 -2.27410 -2.42846 0.0 0.0 0.1
H 2.46170 -1.07870 -2.83669 -0.1 0.1 0.2
H 3.06819 -2.18266 1.56027 0.3 0.0 0.0
H 3.88770 -3.05450 0.17181 0.2 0.1 0.3
H 2.15493 -3.16323 0.42286 -0.3 0.2 -0.3
C 0.49818 4.20187 1.41274 -0.3 0.2 0.4
S 0.54943 2.55462 2.20825 -1.2 -0.1 -0.6
O 0.35234 1.56322 1.11936 0.6 -0.1 -0.2
C -1.08831 2.64301 3.04100 1.0 0.7 0.5
H -0.55875 4.45992 1.40788 0.1 0.1 -0.7
H 0.97150 4.11473 0.43660 -0.3 -0.3 -0.1
H 1.00969 5.01449 1.93350 0.2 -0.4 0.5
H -1.30307 1.68091 3.49783 0.2 -0.1 0.0
H -1.94624 2.98163 2.46175 0.3 0.0 -0.5
H -0.85146 3.39170 3.80703 -0.4 -0.1 0.2

# 3
71
Properties=species:S:1:pos:R:3:forces:R:3 method="wB97M-V/def2-TZVPD" homo_lumo_gap_ha=0.2897 total_charge=-3 mol_weight_g_mol=1039.78 e_lumo_ev=5.36
K -1.20503 0.20082 0.32528 0.3 -0.1 0.0
N -0.61083 -4.87032 0.64560 4.1 1.2 -1.1
S -1.66707 -3.93646 0.02589 -5.6 0.1 -1.4
O -1.95629 -4.25024 -1.37282 0.8 1.0 0.9
O -1.78948 -2.58345 0.48366 0.5 -0.6 -0.4
F -2.94115 -4.65159 0.68785 0.3 0.1 0.5
S 0.73842 -4.21888 -0.16425 1.2 0.3 -0.1
O 1.02069 -2.80724 0.04284 -0.7 -1.8 -0.1
O 0.97500 -4.72328 -1.49914 -0.6 0.1 0.7
F 1.85843 -4.95468 0.63848 0.2 -0.5 0.8
N -2.17819 -0.84549 4.86807 2.8 1.9 -0.4
S -0.76160 -0.15732 4.26749 -0.3 1.4 0.3
O -0.49537 -0.49367 2.89521 -0.2 0.1 1.1
O 0.34587 -0.04656 5.21592 -1.4 -0.6 -1.3
F -1.29358 1.33892 4.21078 -0.1 -0.5 -0.1
S -1.65203 -2.17232 5.48776 -0.1 -3.2 0.2
O -0.95090 -2.21630 6.74690 -0.1 0.6 -0.4
O -1.15731 -3.08384 4.46337 -0.7 0.6 1.3
F -3.10419 -2.66817 5.97151 0.0 -0.3 -0.5
N -3.94200 0.66887 0.75970 -2.1 3.3 -0.8
S -4.41016 2.27074 0.98799 1.5 0.2 2.8
O -5.79231 2.51293 1.28561 -0.1 -0.5 -0.6
O -3.72662 3.24244 0.19585 -0.1 -0.5 0.2
F -3.75022 2.32741 2.44264 0.0 0.2 -0.6
S -4.71384 0.41139 -0.61531 0.7 -3.0 -1.3
O -4.45418 1.31952 -1.70900 -0.4 -0.3 0.6
O -6.03147 -0.16579 -0.52180 0.6 0.6 0.0
F -3.76615 -0.85326 -0.93811 -0.5 0.1 -0.5
N 0.10751 5.09749 0.98159 2.8 -0.7 -2.3
S 1.10368 4.48272 -0.24895 -2.1 3.1 -1.9
O 0.34081 3.85935 -1.29363 0.5 -0.8 0.7
O 2.44482 4.08426 0.00332 0.0 -0.3 0.6
F 1.27903 5.93092 -0.92362 0.4 0.4 0.2
S -0.01419 3.82313 1.85752 -1.3 -0.9 3.0
O 1.17525 3.42825 2.57643 -0.8 0.1 -0.4
O -0.83889 2.83424 1.23753 0.3 -0.6 0.4
F -0.95053 4.48687 2.99047 0.4 -0.3 -0.4
C 3.49136 1.37466 2.90520 0.6 -0.5 0.7
O 3.68339 1.37879 1.48586 -0.9 -0.9 -0.9
P 2.90750 0.22247 0.67098 -0.1 0.1 0.0
O 1.44645 0.16333 0.68174 0.8 0.2 0.3
O 3.53155 0.40609 -0.79055 0.6 0.1 0.5
C 3.53279 -0.75463 -1.63466 -1.1 0.1 -0.2
O 3.54580 -1.16449 1.19817 -0.4 0.5 0.5
C 4.92734 -1.33553 1.41020 0.6 0.1 -0.9
H 3.86538 2.32354 3.27785 -0.3 0.1 -0.1
H 4.12401 0.58227 3.32348 0.0 0.1 0.0
H 2.48337 1.16937 3.26406 -0.2 0.3 -0.5
H 2.87999 -1.53162 -1.22863 0.3 -0.2 0.2
H 4.54861 -1.10669 -1.80281 0.0 0.0 0.1
H 3.03587 -0.47945 -2.56494 0.3 0.1 -0.2
H 5.50467 -0.71230 0.71768 0.0 0.0 0.0
H 5.15238 -2.37513 1.17159 0.0 0.0 0.2
H 5.29392 -1.09869 2.41014 -0.5 0.0 0.2
C 1.51430 1.70504 -4.09624 0.3 0.7 0.7
O 1.07338 0.37551 -4.36495 -0.5 -0.2 -0.4
P -0.39515 -0.02002 -3.88055 -0.6 -0.4 -0.1
O -0.67270 0.07602 -2.44679 0.3 0.0 0.0
O -1.34386 0.88773 -4.77766 0.6 0.3 -0.5
C -2.73294 0.94508 -4.45757 -0.5 -0.2 1.1
O -0.61721 -1.45531 -4.52790 0.4 0.1 -0.1
C -0.85356 -2.58112 -3.66505 -0.3 -0.3 1.2
H 2.58474 1.70266 -3.88679 0.0 -0.4 0.1
H 1.01213 2.10288 -3.21100 0.0 0.1 0.0
H 1.38181 2.39938 -4.92802 -0.4 -0.3 -0.2
H -2.91184 1.63476 -3.63265 0.1 0.2 -0.1
H -3.09849 -0.01254 -4.07925 0.1 -0.1 -0.2
H -3.32614 1.23145 -5.32190 0.3 0.1 -0.2
H 0.03434 -2.85762 -3.09880 0.1 0.1 -0.1
H -1.20540 -3.46825 -4.18767 0.2 0.3 -0.6
H -1.63372 -2.34908 -2.94122 0.1 0.1 0.0

# 4
32
Properties=species:S:1:pos:R:3:forces:R:3 method="wB97M-V/def2-TZVPD" de_lowest_kj_mol=897.35 homo_lumo_gap_ha=0.0956 total_charge=+1 mol_weight_g_mol=372.12 e_lumo_ev=-8.65
Sn 3.11386 0.02351 -2.43025 0.4 -0.4 0.5
F 6.92162 -1.95273 -0.55318 -0.8 0.4 -0.4
C -3.54956 -2.20611 -5.60884 -0.2 0.0 -0.5
S -1.95448 -2.16589 -6.64466 -2.9 -1.1 0.8
O -1.02642 -1.58215 -5.66644 1.4 0.1 0.5
C -1.79672 -4.02399 -6.72110 0.2 1.5 -0.4
H -4.46204 -2.53640 -6.10521 0.2 0.0 -0.7
H -3.76482 -1.19662 -5.25858 0.4 0.0 -0.1
H -3.48147 -2.87877 -4.75386 0.7 0.1 0.0
H -2.57423 -4.37495 -7.39962 -0.2 0.0 0.2
H -1.85140 -4.44864 -5.71871 0.2 -0.1 -0.2
H -0.86037 -4.13072 -7.26878 0.2 -0.5 0.5
C 2.03500 -1.67295 5.23465 0.1 -0.7 0.9
S 3.06900 -1.20328 3.75840 -2.4 0.1 0.1
O 1.98701 -0.96015 2.68402 1.9 0.3 1.2
C 3.84607 0.31794 4.45619 -0.7 0.0 -0.1
H 1.04829 -1.22783 5.36262 0.1 0.5 -1.0
H 2.44129 -1.56292 6.24010 1.0 0.5 -0.2
H 1.87517 -2.75111 5.24568 0.0 -0.1 -0.8
H 4.14734 0.00667 5.45641 0.5 -0.1 -0.2
H 3.19205 1.17610 4.61080 -0.4 -0.2 -0.3
H 4.66134 0.62388 3.80056 0.1 -0.3 0.2
C 0.02999 4.15328 2.13860 -0.8 -0.8 0.4
S -1.08337 3.99235 0.66321 0.3 -1.6 -0.5
O -0.89067 2.56996 0.04464 -0.3 2.5 1.4
C -2.69733 3.97772 1.56208 0.5 -1.5 0.9
H -0.01101 3.26414 2.76776 -0.3 -0.5 -0.4
H -0.37805 4.91384 2.80428 0.3 0.5 -0.4
H 1.08411 4.25535 1.88069 -0.3 0.5 -0.4
H -2.59500 3.16526 2.28148 0.2 -0.3 0.0
H -3.50842 3.62487 0.92512 0.2 0.6 -0.4
H -2.96673 4.81036 2.21187 0.3 0.6 -0.7